No. 1
Entry from the OMol25 dataset: a cluster of 2 separate species, C5H7NO in total (ωB97M-V/def2-TZVPD).

Values from the calculation:
**HOMO-LUMO gap**: 0.27686 hartree
**Energy above the lowest of the compared OMol25 structures with the same formula, charge and spin**: 136.1 kcal/mol
**Strongest force on any atom**: 0.0585 hartree/bohr

XYZ file:
```
14
Properties=species:S:1:pos:R:3:forces:R:3
O -0.093 1.181 -2.655 -0.3 -0.2 -0.1
C 0.955 1.037 -2.020 0.7 2.4 0.3
N 0.718 0.266 -0.633 -0.4 1.1 0.8
C -0.418 0.568 -0.151 -0.1 -0.8 -0.4
C -1.098 -0.107 0.975 -0.1 0.0 0.1
C -0.232 -0.813 1.912 0.5 -0.3 0.4
C 0.508 -1.389 2.666 -0.3 0.3 -0.3
H 1.804 0.508 -2.522 0.0 0.7 0.8
H 1.462 -0.097 -0.041 -0.2 -0.5 -0.1
H -0.990 1.238 -0.800 -0.1 -0.2 0.0
H 1.291 2.403 -1.209 0.3 -2.5 -1.7
H -1.801 0.566 1.474 0.1 0.0 0.0
H -1.713 -0.828 0.411 -0.1 0.0 0.3
H 1.151 -1.890 3.355 -0.1 0.0 -0.1
```
Positions in Å, forces in eV/Å.

---

No. 2
Entry from the OMol25 dataset: a cluster of 2 separate species, C4H14N2OS in total (ωB97M-V/def2-TZVPD).

Values from the calculation:
**HOMO-LUMO gap (spin up / spin down)**: 0.07367 / 0.33150 hartree
**Energy above the lowest of the compared OMol25 structures with the same formula, charge and spin**: 57.2 kcal/mol
**Total charge**: -1
**Multiplicity**: 2
**Strongest force on any atom**: 0.0786 hartree/bohr

XYZ file:
```
22
Properties=species:S:1:pos:R:3:forces:R:3
C 1.362 -2.437 -0.726 -0.4 2.2 -0.3
N 1.983 -1.271 0.076 -0.4 -0.3 -1.5
C 1.104 -0.030 0.145 -1.6 -1.4 -2.7
C -0.456 -0.409 0.553 0.6 -1.0 -1.2
S -1.211 0.302 2.036 0.3 0.6 0.1
C 1.156 0.948 -1.085 -0.4 2.8 -0.3
N 0.567 2.361 -0.651 3.7 -1.4 -0.7
H 2.063 -3.156 -1.188 0.1 0.6 0.6
H 0.699 -2.043 -1.543 0.5 -0.4 0.5
H 0.738 -2.886 0.001 -0.7 -1.2 0.3
H 2.813 -1.061 -0.498 -0.4 0.5 0.6
H 1.435 0.587 0.909 0.9 0.8 1.8
H -0.458 -1.470 0.711 0.4 -0.6 0.4
H -1.305 -0.424 -0.193 1.7 0.6 0.5
H -0.043 0.713 2.527 0.1 0.1 0.3
H 2.116 1.249 -1.590 -0.1 -0.9 1.3
H 0.584 0.711 -1.995 -0.3 -0.5 0.7
H 1.062 2.724 0.199 -1.0 -0.8 -1.0
H -0.358 2.142 -0.493 -2.5 0.1 1.0
H -2.017 0.066 -1.317 2.0 0.3 0.2
H -2.658 0.669 -2.639 0.9 0.5 -0.6
O -2.767 0.161 -1.846 -3.3 -0.6 -0.3
```
Positions in Å, forces in eV/Å.

---

No. 3
Entry from the OMol25 dataset: a cluster of 10 separate species, C24H61N5O14PS3 in total (ωB97M-V/def2-TZVPD).

Values from the calculation:
**HOMO-LUMO gap**: 0.26924 hartree
**Total charge**: +3
**Strongest force on any atom**: 0.0453 hartree/bohr

XYZ file:
```
108
Properties=species:S:1:pos:R:3:forces:R:3
N -5.074 2.104 -2.091 -0.6 -0.7 0.8
H -5.765 1.524 -1.601 0.1 -0.2 -0.2
H -4.140 1.658 -1.944 0.6 0.0 0.2
H -5.164 3.007 -1.624 0.3 0.3 -0.5
H -5.326 2.104 -3.078 0.0 0.5 0.0
N 4.287 -1.864 1.030 -0.9 0.9 0.1
H 5.139 -1.332 0.760 0.7 -0.6 -0.4
H 3.513 -1.239 0.737 -0.2 -0.3 0.1
H 4.262 -1.972 2.040 0.0 -0.1 0.1
H 4.174 -2.772 0.581 0.2 0.0 -0.1
N -2.962 -0.514 -4.160 0.2 0.2 0.1
H -2.961 -1.164 -4.945 -0.3 -0.6 0.5
H -3.266 -0.791 -3.219 -0.2 -0.6 -0.3
H -3.542 0.275 -4.428 0.4 0.2 -0.1
H -1.982 -0.187 -3.968 0.3 1.1 -0.3
N 3.546 2.918 0.441 0.5 -1.1 0.2
H 3.343 1.901 0.329 -0.2 0.1 -0.2
H 4.566 2.969 0.508 0.0 0.2 -0.1
H 3.119 3.219 1.310 -0.2 0.6 -0.3
H 3.231 3.328 -0.454 -0.1 0.6 0.0
N -0.087 -0.744 3.601 0.8 0.2 -0.6
H 0.542 -1.416 4.037 -0.2 -0.1 0.2
H 0.147 0.178 3.962 -0.3 -0.1 0.3
H -1.119 -1.039 3.740 0.1 -0.1 0.0
H 0.183 -0.740 2.578 -0.3 -0.4 0.2
C 0.894 0.896 -2.028 0.4 -0.1 0.5
C 1.392 0.384 -0.825 -0.5 0.7 0.0
C 0.360 -0.353 0.083 -0.1 0.4 0.3
O 0.780 -1.034 1.038 0.3 0.5 -0.1
C -1.027 -0.078 -0.126 0.7 -0.7 -0.3
C -1.489 0.362 -1.351 -0.5 1.6 1.5
C -0.452 0.814 -2.383 0.4 -0.9 -1.3
O -0.792 1.027 -3.578 -1.0 -0.2 0.6
O -2.729 0.634 -1.508 -0.4 -0.3 -1.2
O 2.551 0.578 -0.383 0.0 -1.0 0.2
H 1.556 1.292 -2.787 0.2 0.1 0.1
H -1.738 -0.312 0.658 0.0 -0.2 -0.1
C 7.553 -0.544 -2.975 -0.6 -0.2 0.8
C 8.754 0.029 -2.210 1.1 0.8 1.1
C 8.325 0.862 -0.951 -1.0 0.7 -0.9
S 6.584 0.447 -0.727 0.3 -0.3 -0.8
O 5.737 1.544 -0.286 0.4 -0.5 0.3
O 6.561 -0.814 0.013 -0.4 0.2 0.6
C 6.238 0.036 -2.428 1.3 1.3 0.1
H 7.517 -1.615 -2.789 0.2 -0.1 -0.6
H 7.538 -0.259 -4.023 0.5 -0.6 -0.1
H 9.338 0.753 -2.777 -0.2 -0.2 -0.4
H 9.496 -0.708 -1.911 -0.3 -0.4 -0.1
H 8.388 1.907 -1.262 -0.5 0.1 0.2
H 8.810 0.839 0.023 0.2 -0.8 -0.1
H 6.165 1.043 -2.851 -0.7 -0.2 -0.2
H 5.379 -0.605 -2.586 -0.2 0.2 0.2
C -0.614 5.440 -1.739 0.6 0.4 0.6
C -0.597 4.713 -3.089 -0.3 0.2 0.3
C 0.811 4.706 -3.696 -0.1 -0.1 0.5
S 1.948 5.100 -2.344 -1.7 0.3 0.8
O 2.303 6.490 -2.415 0.6 -0.2 -0.4
O 2.937 4.043 -2.151 0.0 0.2 0.2
C 0.673 5.063 -0.994 1.0 -0.8 -1.9
H -1.493 5.143 -1.168 0.0 0.1 0.1
H -0.599 6.528 -1.803 -0.3 0.0 -0.3
H -1.319 5.144 -3.782 0.1 0.1 0.0
H -0.953 3.701 -2.881 0.3 -0.2 -0.3
H 0.980 5.530 -4.385 0.0 -0.3 -0.4
H 1.006 3.705 -4.071 0.5 0.2 -0.4
H 1.117 5.808 -0.341 -0.4 -0.3 0.6
H 0.721 3.999 -0.746 -0.3 0.2 0.8
C -1.630 -3.862 -1.301 -0.9 -0.7 -0.3
C -1.212 -4.886 -2.388 1.0 0.4 -0.3
C -0.101 -5.806 -1.840 0.0 -0.2 0.5
S 0.400 -5.171 -0.220 -1.0 0.3 -0.5
O 1.824 -4.948 -0.242 0.3 0.1 0.5
O -0.264 -5.898 0.837 0.5 0.1 -0.4
C -0.463 -3.602 -0.383 0.5 0.3 0.3
H -2.474 -4.286 -0.751 0.2 0.0 0.2
H -2.028 -2.952 -1.757 0.2 0.1 0.0
H -0.730 -4.330 -3.197 -0.1 0.1 0.0
H -2.021 -5.431 -2.866 -0.2 0.0 0.4
H 0.788 -5.768 -2.462 0.0 -0.1 0.0
H -0.356 -6.845 -1.634 -0.3 0.0 -0.2
H 0.269 -2.888 -0.762 -0.1 -0.1 -0.3
H -0.723 -3.257 0.617 -0.1 -0.1 0.0
C -5.140 -2.221 6.902 0.9 0.5 1.6
C -4.045 -1.226 6.557 0.3 -0.7 -0.8
O -4.415 -0.621 5.271 1.2 0.6 -0.6
P -3.842 -1.013 3.860 -1.6 -0.5 0.7
O -2.497 -1.660 3.862 -0.1 0.7 -0.1
O -5.013 -1.944 3.357 0.7 0.7 -0.4
C -5.266 -2.182 1.971 0.1 -0.5 -1.1
C -4.168 -2.975 1.251 -1.1 -1.4 0.6
O -4.002 0.273 2.925 0.5 -0.4 0.0
C -3.049 1.357 3.064 -0.3 0.0 1.4
C -3.785 2.583 3.580 -0.2 0.3 -2.2
H -4.933 -3.178 6.433 -0.3 0.0 -0.3
H -5.021 -2.378 7.981 -0.2 -0.3 -0.1
H -6.148 -1.847 6.762 0.0 0.0 -0.3
H -3.772 -0.417 7.230 -0.9 0.2 0.1
H -3.099 -1.770 6.465 -0.1 0.0 -0.4
H -6.205 -2.729 1.976 0.1 -0.1 0.0
H -5.440 -1.274 1.387 -0.1 0.4 0.6
H -3.352 -2.402 0.822 0.1 0.0 0.2
H -3.861 -3.796 1.907 0.7 0.5 0.3
H -4.642 -3.620 0.502 -0.1 0.7 -0.5
H -2.322 1.019 3.810 0.3 0.2 -0.2
H -2.555 1.552 2.114 -0.1 -0.2 -0.1
H -4.432 2.877 2.741 -0.5 -0.3 0.3
H -4.407 2.405 4.447 0.3 0.1 0.3
H -3.142 3.465 3.564 0.3 -0.2 0.9
```
Positions in Å, forces in eV/Å.

---

No. 4
Entry from the OMol25 dataset: a structure of composition C28H49BaBrNP3 (ωB97M-V/def2-TZVPD).

Values from the calculation:
**HOMO-LUMO gap (spin up / spin down)**: 0.08183 / 0.08028 hartree
**Energy above the lowest of the compared OMol25 structures with the same formula, charge and spin**: 136.8 kcal/mol
**Total charge**: +2
**Strongest force on any atom**: 0.0497 hartree/bohr

XYZ file:
```
83
Properties=species:S:1:pos:R:3:forces:R:3
N -1.025 -6.131 -8.608 0.0 0.0 0.0
C -1.809 -6.479 -7.586 0.3 0.5 0.5
C -1.679 -5.918 -6.306 0.3 0.1 -0.1
C -0.696 -4.935 -6.068 -0.1 -0.3 -1.1
C 0.121 -4.582 -7.163 -0.4 -0.1 0.1
C -0.085 -5.210 -8.406 -0.1 0.2 0.7
C -0.560 -4.343 -4.717 0.0 0.7 0.4
Ba -0.313 -0.249 1.377 -2.3 -0.7 0.9
P -2.171 5.712 2.218 0.0 0.0 -0.1
C -0.603 -3.020 -4.425 0.0 -0.7 -0.8
C -0.483 -2.411 -3.101 0.1 -0.2 0.1
C -0.324 -1.015 -3.022 0.0 -0.2 0.0
C -0.208 -0.351 -1.796 -0.3 0.2 -0.6
C -0.251 -1.217 -0.776 -0.3 -0.5 -0.1
C -0.409 -2.545 -0.659 -0.3 -0.7 -0.6
C -0.521 -3.163 -1.914 0.1 0.2 0.1
Br 0.109 1.063 3.671 -0.3 1.1 0.5
H -0.429 -5.074 -3.913 -0.1 0.2 -0.1
H -0.746 -2.308 -5.246 0.1 -0.3 0.2
H -2.348 -6.234 -5.506 0.2 0.0 -0.2
H 0.913 -3.838 -7.068 -0.2 -0.2 0.1
H -2.573 -7.236 -7.774 0.2 0.2 0.0
H 0.545 -4.942 -9.258 -0.2 -0.1 0.2
H -0.291 -0.420 -3.925 0.0 0.0 0.0
H -0.641 -4.238 -1.933 0.0 0.0 0.0
H -0.085 0.714 -1.736 0.0 0.4 0.0
H -0.441 -3.118 0.251 -0.1 -0.1 0.2
P 2.168 0.715 0.596 -0.3 -0.4 0.7
C -3.456 4.437 1.746 0.1 0.1 0.1
C -4.818 5.045 1.374 0.0 -0.1 -0.1
H -3.562 3.714 2.567 0.0 0.3 -0.1
H -3.039 3.897 0.885 -0.1 -0.2 0.1
H -5.620 4.312 1.520 0.1 0.2 -0.1
H -5.053 5.921 1.987 0.1 -0.1 -0.1
H -4.835 5.355 0.323 0.0 0.0 0.2
C -1.258 5.777 0.584 -0.2 0.1 0.1
C -0.492 7.085 0.332 0.1 -0.1 -0.1
H -2.028 5.642 -0.190 0.1 0.1 0.2
H -0.581 4.913 0.526 -0.1 0.0 -0.1
H -0.298 7.215 -0.741 0.0 0.0 0.2
H -1.060 7.953 0.679 0.1 -0.2 -0.1
H 0.478 7.087 0.841 -0.2 0.1 0.0
C -1.035 4.640 3.241 0.0 -0.1 -0.1
C -1.143 4.875 4.759 0.0 -0.1 -0.1
H 0.000 4.778 2.894 -0.2 0.1 0.1
H -1.314 3.603 3.013 0.2 0.1 0.0
H -0.224 4.553 5.266 -0.2 0.0 -0.1
H -1.307 5.930 5.000 0.1 -0.2 -0.1
H -1.975 4.301 5.182 0.1 0.2 0.0
C 3.089 0.849 2.143 0.4 -0.1 0.7
C 4.513 0.305 2.115 0.4 0.0 0.0
H 2.511 0.339 2.950 0.5 0.4 -0.6
H 3.061 1.921 2.397 0.0 -0.3 0.0
H 4.518 -0.789 2.073 0.0 0.2 0.0
H 5.086 0.691 1.266 0.0 0.0 0.1
H 5.036 0.597 3.032 -0.1 -0.1 -0.2
C 2.020 2.301 -0.218 0.2 1.1 -0.3
C 2.390 2.347 -1.707 0.1 0.3 -0.1
H 2.699 2.927 0.370 -0.1 0.3 -0.3
H 1.005 2.726 -0.051 0.5 -0.4 0.0
H 3.473 2.446 -1.833 -0.2 -0.1 0.0
H 2.062 1.460 -2.259 0.0 0.2 0.0
H 1.924 3.221 -2.177 0.1 -0.2 0.1
C 2.822 -0.557 -0.496 0.7 -0.1 -0.7
C 2.843 -2.047 -0.083 0.1 0.1 0.2
H 3.833 -0.182 -0.624 0.5 -0.4 -0.6
H 2.298 -0.428 -1.454 0.4 0.0 0.3
H 2.752 -2.706 -0.963 0.0 0.4 0.3
H 3.781 -2.315 0.428 -0.4 0.2 -0.1
H 2.014 -2.296 0.591 0.1 -0.1 0.0
C -1.193 -3.599 5.267 -1.2 -0.1 0.8
P -0.863 -2.481 3.859 -0.7 -0.1 1.4
C 0.659 -1.838 4.803 0.6 -0.5 -0.9
C -0.962 -3.925 2.653 1.0 0.0 -0.3
H -1.361 -3.006 6.171 0.0 -0.2 0.0
H -0.346 -4.290 5.445 -0.3 0.5 -0.3
H -2.089 -4.194 5.078 0.0 0.1 0.2
H 1.121 -2.608 5.418 0.0 -0.1 -0.1
H 1.408 -1.457 4.107 0.2 0.2 0.3
H 0.321 -1.011 5.471 -0.1 -0.7 -0.8
H -1.091 -4.890 3.163 0.2 0.4 -0.1
H -1.845 -3.776 1.994 0.6 0.1 0.4
H -0.037 -3.991 2.078 0.0 -0.3 -0.4
```
Positions in Å, forces in eV/Å.

---

| no. | E (eV) |
| --- | --- |
| 1 | -8830.299 |
| 2 | -20234.455 |
| 3 | -103766.334 |
| 4 | -129903.018 |